Here is C5H8N2 in the gas phase in a non-equilibrium geometry from OMol25. Energies are from wB97M-V/def2-TZVPD.

Summary:
**Net charge**: 0
**Spin multiplicity**: 1
**Maximum force**: 1.09 eV/Å
**Energy relative to the best compared isomer or geometry (same formula, charge and spin)**: 131.7 kJ/mol
**SMILES**: C[C@H]1CN[C@H]1C#N

Last column: Löwdin charge in e.
CARTESIAN COORDINATES (ANGSTROEM)
N (-1.343, 0.846, 0.756)  0.00
N (-1.586, -2.334, -0.671)  0.15
C (-0.633, -0.435, 0.884)  -0.30
C (-1.150, -1.508, 0.013)  -0.18
C (1.612, -0.424, -0.574)  -0.05
C (-0.397, 1.287, -0.288)  -0.17
C (0.611, 0.303, 0.327)  -0.30
H (2.170, -1.205, -0.046)  0.08
H (-2.312, 0.782, 0.484)  0.11
H (-0.553, -0.825, 1.904)  0.14
H (0.984, 0.806, 1.208)  0.13
H (-0.689, 1.007, -1.312)  0.12
H (2.337, 0.267, -1.020)  0.08
H (1.091, -0.919, -1.409)  0.08
H (-0.143, 2.352, -0.258)  0.11



Here is 2 unconnected molecules or ions with the total composition C3H9N2O3 in a non-equilibrium geometry from OMol25. Energies are from wB97M-V/def2-TZVPD.

Summary:
**Net charge**: -1
**Spin multiplicity**: 1
**Maximum force**: 1.65 eV/Å
**Energy relative to the best compared isomer or geometry (same formula, charge and spin)**: 150.1 kJ/mol

Last column: Löwdin charge in e.
CARTESIAN COORDINATES (ANGSTROEM)
O (2.919, 1.717, 0.166)  -0.11
O (-3.133, -0.441, -0.925)  0.00
O (2.450, -1.117, 0.030)  -0.32
N (0.274, -0.105, 0.299)  -0.09
N (-1.962, 1.290, -0.119)  0.14
C (1.451, -0.971, 0.897)  -0.49
C (-0.826, -0.875, -0.186)  -0.21
C (-2.091, -0.029, -0.451)  -0.54
H (-1.151, 1.750, 0.274)  0.08
H (2.127, 1.807, 0.685)  -0.01
H (-0.675, -1.495, -1.085)  0.12
H (-2.794, 1.838, -0.112)  0.08
H (0.739, 0.401, -0.449)  0.08
H (1.759, -0.330, 1.751)  0.07
H (2.921, 0.750, -0.033)  0.00
H (0.964, -1.941, 1.136)  0.08
H (-1.153, -1.575, 0.588)  0.11



Here is a molecular structure, C32H40BCl5F2LaN4O3P in a non-equilibrium geometry from OMol25. Energies are from wB97M-V/def2-TZVPD.

Summary:
**Net charge**: -2
**Spin multiplicity**: 1
**Maximum force**: 1.73 eV/Å
**Energy relative to the best compared isomer or geometry (same formula, charge and spin)**: 0.0 kJ/mol

Last column: Löwdin charge in e.
CARTESIAN COORDINATES (ANGSTROEM)
La (-0.493, -1.636, 1.066)  1.74
Cl (0.916, -3.882, -1.131)  0.64
Cl (-4.300, -2.308, -0.807)  0.63
Cl (-2.880, -6.406, -4.044)  0.61
Cl (-5.059, -4.529, -2.847)  0.60
Cl (0.107, -6.069, -3.192)  0.62
P (1.418, 0.577, -1.613)  0.78
F (2.144, -4.167, 1.970)  0.01
F (1.059, -3.243, 3.680)  0.03
O (-1.083, 3.555, 3.552)  0.02
O (-2.365, -2.787, 2.159)  -0.26
O (0.846, 0.001, 2.657)  -0.16
N (-2.446, 0.340, 0.018)  0.00
N (-1.128, 1.092, 3.189)  0.01
N (-1.768, -0.109, 2.870)  -0.08
N (0.563, -0.307, -0.667)  -0.44
C (-1.705, -3.155, -1.027)  -0.25
C (-3.528, -2.563, 2.643)  -0.42
C (2.769, 2.079, 0.294)  -0.09
C (0.249, 3.449, 3.699)  -0.30
C (2.345, 4.510, 4.244)  -0.12
C (3.593, -0.902, -0.685)  -0.09
C (1.739, 2.257, -0.832)  -0.59
C (0.189, 0.989, 3.067)  -0.49
C (-3.000, -3.359, -1.439)  -0.67
C (4.205, 0.695, -2.500)  -0.10
C (-1.106, -5.026, -2.513)  -0.71
C (-4.513, -3.589, 2.704)  -0.04
C (-0.797, -4.022, -1.595)  -0.67
C (-0.066, -0.467, -3.719)  -0.10
C (0.449, 2.740, -0.146)  -0.09
C (-0.615, 1.843, -3.057)  -0.10
C (-2.435, -5.180, -2.896)  -0.72
C (2.910, -1.359, -2.998)  -0.11
C (-2.977, -0.167, 3.282)  -0.11
C (0.556, 0.870, -3.271)  -0.59
C (2.247, 3.378, -1.751)  -0.09
C (3.092, -0.224, -1.974)  -0.59
C (-5.204, -1.080, 3.638)  -0.09
C (-3.400, -4.335, -2.353)  -0.71
C (-3.905, -1.286, 3.153)  -0.16
C (0.975, 4.585, 4.061)  -0.04
C (-5.780, -3.347, 3.177)  -0.13
C (0.914, 2.235, 3.490)  -0.08
C (2.287, 2.183, 3.695)  -0.05
C (1.392, 1.449, -4.420)  -0.10
C (3.015, 3.302, 4.074)  -0.12
C (-6.156, -2.079, 3.649)  -0.14
B (1.178, -3.261, 2.316)  -0.71
H (-1.247, 1.813, -3.950)  0.08
H (2.470, 4.256, -1.133)  0.08
H (-4.224, -4.561, 2.325)  0.11
H (-0.020, 1.925, 0.404)  0.05
H (-3.361, 0.709, 3.816)  0.12
H (-6.503, -4.157, 3.178)  0.09
H (4.076, -0.206, -0.003)  0.06
H (5.084, 0.079, -2.728)  0.08
H (1.860, 2.404, -4.173)  0.06
H (0.431, 5.511, 4.198)  0.10
H (2.770, -0.999, -4.015)  0.05
H (-2.172, 0.283, -0.955)  -0.01
H (3.938, 1.220, -3.418)  0.06
H (0.704, 3.531, 0.566)  0.08
H (-7.156, -1.894, 4.019)  0.07
H (2.894, 5.402, 4.528)  0.09
H (2.083, -2.019, -2.746)  0.03
H (3.163, 3.120, -2.284)  0.06
H (-2.251, 1.266, 0.377)  0.01
H (2.769, 1.227, 3.528)  0.12
H (2.172, 0.773, -4.762)  0.05
H (-1.396, 2.623, 3.375)  0.03
H (-5.448, -0.093, 4.020)  0.10
H (1.507, 3.693, -2.488)  0.05
H (-0.290, 2.874, -2.919)  0.06
H (0.734, 1.628, -5.279)  0.08
H (2.505, 1.259, 0.962)  0.07
H (3.780, 1.919, -0.083)  0.05
H (4.086, 3.236, 4.219)  0.09
H (-0.272, 3.148, -0.854)  0.06
H (-3.430, 0.124, 0.115)  -0.02
H (-0.877, -0.251, -4.424)  0.08
H (3.826, -1.958, -2.991)  0.08
H (-0.471, -1.020, -2.869)  0.05
H (2.781, -1.391, -0.147)  0.05
H (4.521, 1.438, -1.768)  0.05
H (4.329, -1.664, -0.960)  0.08
H (2.774, 2.999, 0.885)  0.08
H (0.647, -1.110, -4.231)  0.06
H (-1.234, 1.577, -2.203)  0.05



Here is 15 unconnected molecules or ions with the total composition C19H68N10O15 in a non-equilibrium geometry from OMol25. Energies are from wB97M-V/def2-TZVPD.

Summary:
**Net charge**: 0
**Spin multiplicity**: 1
**Maximum force**: 8.52 eV/Å
**Energy relative to the best compared isomer or geometry (same formula, charge and spin)**: 123.8 kJ/mol

Last column: Löwdin charge in e.
CARTESIAN COORDINATES (ANGSTROEM)
O (4.964, -2.677, 1.228)  -0.10
O (-4.585, 2.891, -2.833)  -0.17
O (-0.740, -2.648, -3.277)  -0.15
O (-4.012, -1.520, -0.507)  -0.07
O (1.595, -2.772, 4.587)  -0.06
O (-0.937, 0.384, -0.278)  -0.08
O (-2.706, -2.235, 3.373)  -0.09
O (-3.112, -4.300, 0.879)  -0.10
O (4.776, -0.067, 2.354)  -0.11
O (3.271, 0.142, -2.732)  -0.13
O (-2.235, 2.439, 1.209)  -0.19
O (-0.314, 0.718, -3.028)  -0.04
O (0.151, 0.616, 3.180)  -0.15
O (2.801, 3.371, -0.003)  -0.12
O (-0.247, 3.525, -0.219)  -0.17
N (4.308, 1.818, -4.231)  0.15
N (-1.556, 2.474, -3.973)  0.14
N (-4.413, 3.229, -0.463)  0.17
N (1.484, -3.592, -3.472)  0.17
N (-2.060, -1.810, 1.180)  0.14
N (-2.598, 3.337, -1.704)  0.15
N (2.924, 2.511, -2.679)  0.11
N (-2.391, -0.081, 2.596)  0.16
N (1.228, -1.442, -3.126)  0.15
N (0.288, 3.013, -2.959)  0.14
C (-2.235, 3.123, 2.426)  -0.13
C (-3.884, 3.177, -1.655)  -0.63
C (-1.783, -4.226, -0.943)  -0.09
C (3.803, 0.013, 3.252)  -0.25
C (2.639, 2.060, 0.422)  -0.14
C (3.436, -2.012, -0.307)  -0.07
C (0.778, -2.668, 2.321)  -0.05
C (0.042, 0.149, 4.514)  -0.15
C (-5.659, 0.076, -1.378)  -0.08
C (4.248, -3.201, 0.167)  -0.30
C (1.999, -3.042, 3.226)  -0.24
C (0.286, -0.275, -0.142)  -0.14
C (-0.492, 2.017, -3.374)  -0.54
C (-0.136, 4.907, 0.087)  -0.12
C (-2.177, -5.112, 0.204)  -0.30
C (3.475, 1.446, -3.248)  -0.45
C (-2.456, -1.372, 2.370)  -0.59
C (-4.231, -0.146, -0.784)  -0.30
C (0.668, -2.571, -3.300)  -0.60
H (1.067, -2.727, 1.280)  0.05
H (1.689, 2.000, 0.780)  0.04
H (-0.049, -3.362, 2.403)  0.07
H (-2.051, 3.409, -0.833)  0.07
H (1.094, 0.000, 4.856)  0.09
H (0.701, 5.440, -0.420)  0.09
H (4.677, -0.970, 1.927)  0.06
H (-2.319, 4.172, 2.224)  0.08
H (-0.731, 0.373, 2.849)  0.00
H (-2.187, -2.824, 0.893)  0.09
H (-1.019, 5.498, -0.226)  0.08
H (-1.383, -3.257, -0.613)  0.05
H (4.849, -3.703, -0.603)  0.11
H (1.429, -1.847, 4.649)  0.00
H (-1.065, 0.624, -1.134)  0.00
H (-5.875, 1.089, -1.725)  0.04
H (-0.497, -0.747, 4.633)  0.07
H (-3.541, 0.336, -1.491)  0.10
H (-2.557, -6.093, 0.024)  0.10
H (-0.113, 4.996, 1.235)  0.11
H (0.718, -0.162, 0.817)  0.05
H (2.648, -2.293, -0.965)  0.05
H (3.760, -0.715, 4.019)  0.07
H (-0.048, 3.413, -1.119)  0.00
H (-1.325, 2.894, 2.964)  0.08
H (-5.413, 2.997, -0.257)  0.15
H (-2.353, 1.782, -4.164)  0.20
H (0.184, -1.334, -0.358)  0.08
H (1.057, -4.479, -3.677)  0.11
H (-2.116, 3.090, -2.679)  0.07
H (3.700, -4.076, 0.609)  0.12
H (2.848, -2.502, 2.884)  0.06
H (-1.514, 3.236, -4.604)  0.13
H (5.070, 1.119, -4.580)  0.18
H (0.960, 0.187, -0.876)  0.07
H (-1.589, -1.157, 0.539)  0.08
H (-6.464, -0.196, -0.703)  0.06
H (3.010, -1.382, 0.514)  0.08
H (5.688, -3.242, 1.536)  0.12
H (0.464, -1.672, 2.508)  0.03
H (2.462, -3.563, -3.443)  0.08
H (2.241, -1.242, -2.930)  0.08
H (3.202, 1.813, 1.280)  0.07
H (2.236, -4.048, 3.151)  0.09
H (-1.091, -4.764, -1.610)  0.08
H (2.877, -0.052, 2.735)  0.05
H (-5.728, -0.517, -2.275)  0.07
H (-2.694, 0.196, 3.560)  0.16
H (3.913, 1.016, 3.646)  0.09
H (2.845, 1.295, -0.371)  0.09
H (0.644, -0.667, -2.927)  0.02
H (-3.312, -1.664, 0.133)  -0.02
H (2.948, 3.460, -2.952)  0.12
H (-2.678, -3.898, -1.518)  0.10
H (-3.313, -4.632, 1.772)  0.12
H (-1.369, -5.347, 0.880)  0.10
H (-3.763, 3.346, 0.307)  0.08
H (-1.367, 2.589, 0.817)  0.04
H (-4.217, 0.410, 0.158)  0.09
H (3.506, 3.790, 0.537)  0.12
H (-0.293, 0.880, 5.233)  0.08
H (4.309, 2.747, -4.603)  0.10
H (-3.027, 2.727, 3.026)  0.08
H (0.206, 4.027, -3.243)  0.16
H (-2.328, 0.610, 1.842)  0.08
H (4.023, -1.333, -0.916)  0.07
H (2.850, 2.394, -1.660)  0.07
H (1.305, 2.843, -2.704)  0.07



Here is C6H6O2 in the gas phase in a non-equilibrium geometry from OMol25. Energies are from wB97M-V/def2-TZVPD.

Summary:
**Net charge**: 0
**Spin multiplicity**: 1
**Maximum force**: 3.41 eV/Å
**Energy relative to the best compared isomer or geometry (same formula, charge and spin)**: 360.4 kJ/mol
**SMILES**: CC1=C=COC=C1O

Last column: Löwdin charge in e.
CARTESIAN COORDINATES (ANGSTROEM)
O (0.860, -1.830, -0.229)  0.01
O (2.179, 0.867, 1.684)  -0.03
C (0.357, 1.778, 0.313)  -0.02
C (-0.047, 0.460, 0.015)  -0.23
C (1.507, 1.902, 1.028)  -0.14
C (-1.316, 0.076, -0.708)  -0.06
C (0.931, -0.610, 0.371)  -0.24
C (1.988, -0.406, 1.319)  0.00
H (-1.085, -0.434, -1.721)  0.12
H (-0.098, -2.148, -0.379)  0.14
H (2.106, 2.905, 1.200)  0.14
H (-1.673, 1.016, -0.973)  0.04
H (-1.970, -0.605, -0.078)  0.11
H (2.547, -1.147, 1.986)  0.16



Here is C5H8N2 in the gas phase from OMol25. Energies are from wB97M-V/def2-TZVPD.

Summary:
**Net charge**: 0
**Spin multiplicity**: 1
**Maximum force**: 0.65 eV/Å
**Energy relative to the best compared isomer or geometry (same formula, charge and spin)**: 184.5 kJ/mol
**SMILES**: C/N=C/C(C)=C=N

Last column: Löwdin charge in e.
CARTESIAN COORDINATES (ANGSTROEM)
N (-1.399, 0.083, -0.045)  -0.03
N (0.687, 2.693, 0.295)  0.17
C (-0.296, -0.540, -0.129)  -0.16
C (0.978, 0.182, 0.040)  -0.27
C (0.846, 1.485, 0.221)  -0.14
C (-2.637, -0.610, -0.284)  -0.15
C (2.337, -0.480, 0.028)  -0.07
H (-0.228, -1.620, -0.348)  0.12
H (-2.530, -1.700, -0.409)  0.07
H (3.119, 0.248, -0.209)  0.08
H (-3.324, -0.409, 0.545)  0.07
H (2.385, -1.271, -0.728)  0.07
H (-3.101, -0.195, -1.187)  0.08
H (2.585, -0.929, 0.998)  0.08
H (0.594, 3.053, 1.243)  0.08